Entry from the Open Molecules 2025 dataset: an isolated ion of composition C5H6N and charge +1 in a non-equilibrium geometry (ωB97M-V/def2-TZVPD).

Bonds (Å) are listed after each position.
Positions of all 12 atoms, in Å:
1 C 0.758 -1.072 -0.306  C2 1.290, C3 1.490, C4 1.812
2 C 0.291 -1.236 -1.497  C1 1.290, C4 1.456
3 C 0.737 -0.647 1.121  C1 1.490, C5 1.528, H7 1.139, H8 1.100
4 C -0.103 0.155 -1.324  C1 1.812, C2 1.456, N6 1.492, H9 1.101
5 C 0.041 0.656 0.733  C3 1.528, N6 1.428, H10 1.117
6 N -1.027 0.482 -0.199  C4 1.492, C5 1.428, H11 1.022, H12 1.093
7 H 0.303 -1.419 1.838  C3 1.139
8 H 1.744 -0.419 1.500  C3 1.100
9 H 0.034 0.927 -2.097  C4 1.101
10 H 0.544 1.654 0.731  C5 1.117
11 H -1.597 1.215 -0.627  N6 1.022
12 H -1.723 -0.294 0.127  N6 1.093

The calculation puts the relative energy (zero: lowest compared OMol25 entry of this formula, charge and spin) at 173.7 kcal per mole. As for the multiplicity: 1. The net charge is +1. Its HOMO-LUMO gap (spin up / spin down) is 8.175 / 8.238 eV. Its largest force on an atom is 3.66 eV/Å.